Entry 1:
The following is a quantum chemistry calculation of a structure of composition C13H8N4OS4SbTa, from the Open Molecules 2025 dataset.

The geometry in XYZ format:
```
32
Properties=species:S:1:pos:R:3
Ta -0.63 1.01 0.50
S 1.09 5.54 -0.37
Sb 0.75 4.53 1.53
S -1.42 3.40 0.74
S -2.03 1.98 2.12
S -2.53 -0.05 -3.55
C -3.52 1.17 -2.86
C -3.07 1.57 -1.64
C -1.89 0.89 -1.22
C -1.50 -0.03 -2.19
C -0.33 -0.87 -1.98
C 0.14 -1.81 -2.88
C 1.26 -2.55 -2.56
C 1.89 -2.34 -1.33
C 1.36 -1.39 -0.49
N 0.28 -0.65 -0.79
H -4.38 1.52 -3.40
H -3.56 2.34 -1.07
H -0.37 -1.95 -3.82
H 1.64 -3.29 -3.25
H 2.76 -2.90 -1.04
H 1.84 -1.20 0.47
N 0.40 -1.75 3.63
C 0.47 -0.75 2.76
O -0.52 -0.52 1.99
C 1.64 0.06 2.65
C 1.55 1.04 1.70
N 1.43 1.88 0.86
C 2.81 -0.19 3.43
N 3.71 -0.43 4.10
H 1.16 -1.94 4.26
H -0.45 -2.30 3.68
```

**Total charge**: +1
**Energy relative to the best compared isomer or geometry (same formula, charge and spin)**: 130.34 kJ/mol
**Highest occupied orbital energy (spin up / spin down)**: -11.140 / -11.768 eV
**HOMO-LUMO gap (spin up / spin down)**: 0.243 / 0.263 hartree
**Multiplicity**: 2

***

Entry 2:
The following is a quantum chemistry calculation of a structure of composition C13H9AuN2O4S, from the Open Molecules 2025 dataset.

The geometry in XYZ format:
```
30
Properties=species:S:1:pos:R:3
Au -0.94 0.94 -0.41
O -2.82 -1.74 -2.80
C -2.62 -1.03 -1.84
O -1.65 -0.13 -1.89
C -3.47 -1.18 -0.60
C -4.09 -2.41 -0.43
C -4.94 -2.64 0.64
C -5.17 -1.63 1.56
C -4.55 -0.40 1.41
C -3.70 -0.16 0.33
S -3.05 1.47 0.18
H -3.91 -3.17 -1.18
H -5.41 -3.61 0.75
H -5.83 -1.80 2.40
H -4.72 0.39 2.13
O -0.02 2.07 0.98
N 1.28 2.01 0.95
N 1.78 1.27 0.08
O 1.08 0.57 -0.80
C 3.22 1.16 -0.01
C 4.03 1.79 0.93
C 5.40 1.66 0.81
C 5.95 0.91 -0.22
C 5.12 0.29 -1.15
C 3.75 0.41 -1.05
H 3.59 2.36 1.73
H 6.04 2.14 1.53
H 7.02 0.81 -0.31
H 5.55 -0.29 -1.95
H 3.09 -0.07 -1.76
```

**Energy relative to the best compared isomer or geometry (same formula, charge and spin)**: 0.00 kJ/mol
**Highest occupied orbital energy**: -8.649 eV
**HOMO-LUMO gap**: 0.268 hartree
**Multiplicity**: 1

***

Entry 3:
The following is a quantum chemistry calculation of a cluster of 2 separate species, C13H9BrNO4 in total in a non-equilibrium geometry, from the Open Molecules 2025 dataset.

The geometry in XYZ format:
```
28
Properties=species:S:1:pos:R:3
C 1.84 -2.89 2.80
C 1.58 -1.88 2.21
C 1.30 -0.97 1.07
C -0.03 -0.70 0.65
C -0.27 0.14 -0.47
C -1.71 0.43 -0.93
C -2.79 0.13 0.15
C -4.12 0.69 -0.39
O -4.19 1.78 -0.87
O -5.25 -0.12 -0.32
C 0.80 0.73 -1.20
C 2.09 0.46 -0.72
C 2.38 -0.38 0.40
C 3.89 -0.48 0.61
O 4.41 -1.08 1.51
N 4.51 0.24 -0.47
C 3.45 0.94 -1.20
O 3.77 1.77 -2.00
H 2.05 -3.81 3.33
H -0.86 -1.16 1.21
H -1.97 -0.18 -1.83
H -1.78 1.51 -1.17
H -2.52 0.63 1.10
H -2.91 -0.96 0.30
H -5.95 0.41 -0.74
H 0.66 1.36 -2.08
H 4.85 -0.49 -1.11
Br -2.91 3.43 0.58
```

**Total charge**: -1
**Highest occupied orbital energy**: -3.178 eV
**HOMO-LUMO gap**: 0.185 hartree
**Multiplicity**: 1

***

Entry 4:
The following is a quantum chemistry calculation of the ion C13H9Cl3N5 with charge +1 in a non-equilibrium geometry, from the Open Molecules 2025 dataset.

The geometry in XYZ format:
```
30
Properties=species:S:1:pos:R:3
N 4.96 5.67 1.89
Cl 2.57 3.10 2.99
Cl 2.28 3.08 -3.19
Cl 4.16 5.15 -1.69
C 4.33 4.92 1.24
N 0.54 1.69 -1.38
N 0.09 0.58 -0.92
N 1.44 2.39 0.72
C 2.43 3.13 1.27
C 1.48 2.38 -0.63
C -2.68 -1.36 -0.10
C -0.66 -2.44 -0.64
C 2.30 3.16 -1.48
C 3.24 4.04 -0.77
C 3.40 4.04 0.59
C -1.43 -1.28 -0.72
C -3.12 -2.51 0.55
C -1.03 -3.55 0.10
N -2.32 -3.53 0.65
C -0.99 -0.12 -1.56
C -2.70 -4.53 1.68
H -3.50 -0.68 -0.21
H 0.41 -2.26 -0.91
H -4.21 -2.49 0.86
H -0.31 -4.29 0.38
H -0.53 -0.51 -2.51
H -1.75 0.53 -1.89
H -1.82 -5.14 1.86
H -3.13 -3.99 2.56
H -3.46 -5.18 1.27
```

**Total charge**: +1
**Energy relative to the best compared isomer or geometry (same formula, charge and spin)**: 116.05 kJ/mol
**SMILES string**: C[n+]1ccc(C/N=N/c2nc(Cl)c(C#N)c(Cl)c2Cl)cc1
**Highest occupied orbital energy**: -11.597 eV
**HOMO-LUMO gap**: 0.254 hartree
**Multiplicity**: 1

***

Entry 5:
The following is a quantum chemistry calculation of the molecule C13H9ClN2S in a non-equilibrium geometry, from the Open Molecules 2025 dataset.

The geometry in XYZ format:
```
26
Properties=species:S:1:pos:R:3
Cl 1.90 2.80 5.38
N 0.16 -0.22 0.69
S -0.78 2.77 0.56
C -0.53 0.15 -0.33
C -0.87 -2.34 -3.91
C -0.73 -0.98 -4.08
C -0.86 -2.93 -2.53
C 1.74 0.50 3.89
C 1.25 -0.17 2.76
C 0.62 2.58 2.98
C -0.64 -0.11 -2.92
C -0.83 -2.18 -1.40
C 1.49 1.91 3.96
C 0.55 0.51 1.77
C 0.21 1.91 1.85
C -0.65 -0.70 -1.55
N -0.95 1.45 -0.50
H -1.07 -2.93 -4.82
H -0.72 -0.57 -5.03
H -1.02 -4.05 -2.37
H 2.22 0.11 4.68
H 1.63 -1.20 2.65
H 0.28 3.61 3.21
H -0.51 0.95 -3.05
H -0.65 -2.63 -0.43
H -1.23 1.74 -1.45
```

**SMILES string**: Clc1ccc2c(c1)SNC(c1ccccc1)=N2
**Highest occupied orbital energy**: -7.341 eV
**HOMO-LUMO gap**: 0.262 hartree
**Multiplicity**: 1

***

Entry 6:
The following is a quantum chemistry calculation of a structure of composition C13H9HgN2O5Se in a non-equilibrium geometry, from the Open Molecules 2025 dataset.

The geometry in XYZ format:
```
31
Properties=species:S:1:pos:R:3
O 1.46 1.39 -7.70
C 0.73 1.27 -6.80
Hg -0.41 -0.42 -2.56
O -1.70 1.45 -4.70
C -1.27 0.75 -3.90
C -1.92 -0.47 -1.32
O -2.76 -0.45 -0.55
C 0.71 -1.75 -1.64
O 1.42 -2.48 -1.12
C -1.15 -2.02 -3.68
O -1.48 -2.89 -4.35
H 0.81 -0.54 -3.76
C 2.58 0.11 0.85
N 1.15 0.44 1.13
C 0.29 1.05 0.25
Se 0.67 1.61 -1.40
N -0.91 1.23 0.90
C -0.84 0.70 2.23
C -1.75 0.63 3.19
C -1.34 0.03 4.36
C -0.05 -0.46 4.52
C 0.89 -0.38 3.51
C 0.49 0.19 2.39
H 2.62 -0.58 0.00
H 3.04 -0.37 1.72
H 3.11 1.02 0.62
H -1.75 1.65 0.52
H -2.74 1.03 3.01
H -2.06 -0.05 5.19
H 0.25 -0.93 5.48
H 1.91 -0.76 3.61
```

**Total charge**: +1
**Highest occupied orbital energy**: -10.394 eV
**HOMO-LUMO gap**: 0.240 hartree
**Multiplicity**: 1

***

Entry 7:
The following is a quantum chemistry calculation of a structure of composition C13H9N2O5ScSe in a non-equilibrium geometry, from the Open Molecules 2025 dataset.

The geometry in XYZ format:
```
31
Properties=species:S:1:pos:R:3
O -3.15 -1.86 -2.96
C -3.11 -0.95 -2.23
Sc -2.95 0.70 -0.90
C -3.29 2.44 0.27
O -3.39 3.37 0.93
C -5.10 1.37 -1.85
O -5.65 2.38 -1.58
C -4.41 -0.30 0.36
O -5.10 -0.90 1.10
C -2.36 1.92 -2.50
O -1.95 2.57 -3.37
H -5.46 0.53 -2.60
C 1.24 1.28 2.21
N 1.40 0.24 1.19
C 0.34 -0.28 0.49
Se -1.54 0.02 0.99
N 0.93 -1.27 -0.29
C 2.32 -1.40 -0.07
C 3.25 -2.30 -0.57
C 4.53 -2.14 -0.06
C 4.85 -1.15 0.90
C 3.90 -0.27 1.41
C 2.62 -0.43 0.87
H 0.83 2.20 1.77
H 2.20 1.51 2.66
H 0.55 0.97 3.00
H 0.40 -1.87 -0.87
H 2.89 -3.03 -1.31
H 5.29 -2.80 -0.42
H 5.85 -1.07 1.27
H 4.06 0.52 2.17
```

**Total charge**: +2
**Energy relative to the best compared isomer or geometry (same formula, charge and spin)**: 0.00 kJ/mol
**Highest occupied orbital energy (spin up / spin down)**: -14.836 / -14.790 eV
**HOMO-LUMO gap (spin up / spin down)**: 0.181 / 0.179 hartree
**Multiplicity**: 1